# C41H87FN7O13PS2

7 unconnected molecules or ions with the total composition C41H87FN7O13PS2 in a non-equilibrium geometry (ωB97M-V with the def2-TZVPD basis set, the Open Molecules 2025 dataset).

The maximum force is 8.5 eV/Å. The spin multiplicity is 1. The charge is 0. The frontier orbital gap comes out at 8.78 eV. The value obtained for the LUMO energy is 0.0076 Ha. The SMILES is [H]/N=C(/C)C[C@@H]1[C@@](F)([PH2]=S)[C@@H](COCOCCO)[C@@](CCCCCCCOC)([C@@H](C)CC)OS1(=O)=O.CNC(C)=O.CNC(C)=O.CNC(C)=O.CNC(C)=O.CNC(C)=O.CNC(C)=O.

Cartesian coordinates (Å):
C  2.1946  -5.8659  7.0223
C  1.8471  -4.4135  6.2754
C  1.4775  -4.7851  4.7224
C  2.8513  -5.0397  3.8016
C  0.4329  -3.7042  3.9833
C  0.6157  -2.2008  4.6431
C  2.1186  -1.5679  4.5231
C  2.4961  -0.8755  3.0908
C  1.8061  0.6331  2.8739
C  2.2318  1.0979  1.3428
C  3.8158  1.4826  1.1701
C  4.1887  1.3268  -0.4524
O  4.2375  2.6180  -1.1618
C  2.8318  3.0572  -1.4175
O  0.7313  -3.5610  2.5524
S  -0.4477  -2.7224  1.6728
O  -0.0078  -1.3444  1.1042
O  -0.7478  -3.6094  0.4002
C  -2.0913  -2.4610  2.5250
C  -2.4507  -0.8348  2.6860
C  -3.0029  -0.1803  1.2489
C  -4.4169  -0.7708  0.6143
N  -2.2549  0.8298  0.6692
C  -2.3057  -3.2737  3.9320
F  -2.4600  -2.3693  5.1341
P  -4.0406  -4.1696  3.8857
S  -5.4381  -3.0841  4.7229
C  -1.0522  -4.3597  4.1217
C  -1.4088  -5.6341  3.1786
O  -0.2951  -6.4146  2.6365
C  -0.5930  -7.8520  2.5467
O  -1.7987  -8.1929  1.7752
C  -1.6222  -9.4181  0.9753
C  -1.0958  -10.7237  1.8387
O  0.3400  -11.0178  1.5871
H  2.3220  -5.6937  8.1962
H  3.1695  -6.3349  6.5420
H  1.2606  -6.5643  6.8693
H  0.9238  -3.9783  6.8513
H  2.8340  -3.7675  6.4022
H  0.9931  -5.8752  4.8030
H  3.6307  -4.1730  3.8909
H  2.6042  -5.3697  2.7006
H  3.3656  -5.9909  4.3078
H  0.3282  -2.1607  5.8026
H  -0.1138  -1.3834  4.1667
H  2.1732  -0.6941  5.3357
H  2.9956  -2.2996  4.7992
H  2.3660  -1.5717  2.1487
H  3.6674  -0.6444  3.1383
H  2.3021  1.4351  3.5973
H  0.6382  0.6159  2.9390
H  1.9989  0.2418  0.5542
H  1.6174  2.0519  0.9732
H  4.0885  2.5936  1.4466
H  4.5631  0.7586  1.7243
H  5.2754  0.8518  -0.5111
H  3.4775  0.5876  -1.0164
H  2.1191  2.1718  -1.7152
H  2.4851  3.6179  -0.4361
H  2.8625  3.7992  -2.3491
H  -2.9390  -2.8657  1.7873
H  -3.3322  -0.6466  3.4551
H  -1.5297  -0.1935  3.0162
H  -4.1179  -1.5504  -0.2134
H  -5.1130  -1.2779  1.4410
H  -5.0184  0.1490  0.2101
H  -1.4063  1.0528  1.2332
H  -3.9232  -5.4507  4.5708
H  -4.3003  -4.4802  2.4913
H  -1.1552  -4.7288  5.2528
H  -1.9819  -5.2275  2.2115
H  -2.0834  -6.3771  3.8145
H  -0.6281  -8.2945  3.6476
H  0.3628  -8.3544  2.0392
H  -2.6829  -9.6935  0.5235
H  -0.9225  -9.1626  0.0602
H  -1.6921  -11.7108  1.5405
H  -1.2548  -10.5948  2.9983
H  0.6926  -10.3915  0.8666
C  7.8827  -1.4831  3.1209
C  6.6883  -1.1096  3.9543
O  5.5802  -1.6066  3.7692
N  6.8643  -0.1857  4.9435
C  8.0758  0.5042  5.3122
H  7.5912  -2.2275  2.3751
H  8.2643  -0.6015  2.5985
H  8.6606  -1.9161  3.7557
H  6.0164  0.0152  5.4622
H  8.2932  0.2731  6.3579
H  7.8998  1.5777  5.2094
H  8.9258  0.2149  4.6924
C  -5.1252  5.0888  3.0082
C  -4.3545  3.8592  2.6146
O  -4.1232  2.9503  3.4080
N  -3.9069  3.7715  1.3281
C  -4.0758  4.7250  0.2596
H  -5.4161  5.0183  4.0597
H  -4.5010  5.9776  2.8811
H  -6.0324  5.1708  2.4033
H  -3.3966  2.9162  1.1369
H  -4.6038  4.2284  -0.5582
H  -3.0841  5.0291  -0.0839
H  -4.6377  5.6065  0.5720
C  4.8953  1.9383  -3.9884
C  6.0456  1.0265  -4.3140
O  6.8475  0.6549  -3.4607
N  6.1840  0.6106  -5.6066
C  5.3534  0.9346  -6.7400
H  4.9132  2.1855  -2.9236
H  4.9807  2.8664  -4.5602
H  3.9482  1.4393  -4.2115
H  6.9804  -0.0006  -5.7497
H  4.9556  0.0018  -7.1471
H  5.9803  1.4181  -7.4931
H  4.5273  1.5968  -6.4761
C  -5.0906  5.8736  -3.5181
C  -5.2746  6.9293  -2.4634
O  -4.3449  7.3249  -1.7647
N  -6.5245  7.4510  -2.2942
C  -7.7321  7.1196  -3.0094
H  -4.0455  5.5531  -3.5378
H  -5.7143  5.0049  -3.2901
H  -5.3465  6.2788  -4.5010
H  -6.5714  8.1559  -1.5667
H  -8.1043  8.0294  -3.4867
H  -8.4693  6.7652  -2.2850
H  -7.5704  6.3521  -3.7679
C  -12.0752  8.3402  -5.2114
C  -10.6691  8.8322  -5.0076
O  -9.6954  8.0900  -5.1083
N  -10.4926  10.1505  -4.7014
C  -11.4999  11.1700  -4.5409
H  -12.0596  7.2730  -5.4487
H  -12.6571  8.4824  -4.2966
H  -12.5403  8.8729  -6.0454
H  -9.5196  10.4085  -4.5788
H  -11.2986  11.9630  -5.2653
H  -11.4145  11.5754  -3.5298
H  -12.5098  10.7864  -4.6940
C  7.8113  0.3451  -11.3415
C  7.0120  -0.2067  -10.1938
O  6.3246  0.5102  -9.4709
N  7.0669  -1.5515  -9.9664
C  7.8091  -2.5486  -10.6974
H  7.6699  1.4276  -11.4000
H  8.8749  0.1433  -11.1873
H  7.4717  -0.0990  -12.2812
H  6.5035  -1.8496  -9.1776
H  7.0992  -3.2824  -11.0868
H  8.4918  -3.0418  -10.0012
H  8.3795  -2.1216  -11.5237

Cartesian forces (eV/Å) of the 3 atoms listed first:
C -0.381 0.664 0.090
C 0.520 -1.505 0.483
C 0.830 -0.583 -0.786

Löwdin atomic charge list, values in e, 99 entries: number 1, C, carries -0.140; number 2, C, carries -0.213; number 3, C, carries -0.242; number 4, C, carries -0.058; number 5, C, carries -0.334; number 6, C, carries -0.103; number 7, C, carries -0.176; number 8, C, carries -0.197; number 9, C, carries -0.182; number 10, C, carries -0.226; number 11, C, carries -0.157; number 12, C, carries -0.216; number 13, O, carries -0.308; number 14, C, carries -0.108; number 15, O, carries -0.228; number 16, S, carries 0.871; number 17, O, carries -0.340; number 18, O, carries -0.364; number 19, C, carries -0.264; number 20, C, carries -0.099; number 21, C, carries -0.282; number 22, C, carries -0.063; number 23, N, carries 0.082; number 24, C, carries -0.424; number 25, F, carries -0.128; number 26, P, carries 0.392; number 27, S, carries 0.125; number 28, C, carries -0.153; number 29, C, carries -0.177; number 30, O, carries -0.155; number 31, C, carries -0.192; number 32, O, carries -0.174; number 33, C, carries -0.160; number 34, C, carries -0.197; number 35, O, carries -0.158; number 36, H, carries 0.086; number 37, H, carries 0.078; number 38, H, carries 0.074; number 39, H, carries 0.111; number 40, H, carries 0.121; number 41, H, carries 0.130; number 42, H, carries 0.081; number 43, H, carries 0.095; number 44, H, carries 0.083; number 45, H, carries 0.130; number 46, H, carries 0.112; number 47, H, carries 0.131; number 48, H, carries 0.083; number 49, H, carries 0.114; number 50, H, carries 0.081; number 51, H, carries 0.122; number 52, H, carries 0.079; number 53, H, carries 0.106; number 54, H, carries 0.107; number 55, H, carries 0.123; number 56, H, carries 0.102; number 57, H, carries 0.137; number 58, H, carries 0.122; number 59, H, carries 0.107; number 60, H, carries 0.099; number 61, H, carries 0.108; number 62, H, carries 0.123; number 63, H, carries 0.139; number 64, H, carries 0.098; number 65, H, carries 0.092; number 66, H, carries 0.088; number 67, H, carries 0.084; number 68, H, carries 0.034; number 69, H, carries -0.001; number 70, H, carries 0.006; number 71, H, carries 0.173; number 72, H, carries 0.134; number 73, H, carries 0.129; number 74, H, carries 0.157; number 75, H, carries 0.157; number 76, H, carries 0.142; number 77, H, carries 0.143; number 78, H, carries 0.131; number 79, H, carries 0.130; number 80, H, carries 0.100; number 81, C, carries -0.009; number 82, C, carries -0.535; number 83, O, carries 0.006; number 84, N, carries 0.003; number 85, C, carries -0.083; number 86, H, carries 0.088; number 87, H, carries 0.089; number 88, H, carries 0.086; number 89, H, carries 0.144; number 90, H, carries 0.083; number 91, H, carries 0.085; number 92, H, carries 0.077; number 93, C, carries -0.017; number 94, C, carries -0.552; number 95, O, carries 0.006; number 96, N, carries 0.006; number 97, C, carries -0.085; number 98, H, carries 0.083; number 99, H, carries 0.085